{
  "formula": "C3H2I2",
  "method": "ωB97M-V with the def2-TZVPD basis set",
  "elements": ["C", "C", "C", "I", "I", "H", "H"],
  "coordinates": [[0.317, -0.235, -0.416], [1.085, 0.943, -0.764], [-0.731, -0.356, 0.370], [1.626, 2.294, 0.647], [-1.979, -2.012, 0.455], [0.594, -1.152, -1.169], [-0.912, 0.516, 0.877]],
  "forces_ev_per_a": [[2.544, -2.305, -3.260], [-0.582, -0.786, -0.446], [-0.149, -1.311, -0.530], [-0.112, 0.028, 0.462], [0.245, 0.490, 0.060], [-0.622, 2.177, 1.871], [-1.325, 1.707, 1.843]],
  "nbo_charge": [-0.429, -0.148, -0.286, 0.220, 0.201, 0.238, 0.204],
  "total_energy_ev": -19340.066,
  "largest_force_ev_per_a": 4.73,
  "relative_energy_kcal_mol": 46.8,
  "lumo_energy_ev": [-1.45, -1.35],
  "multiplicity": 1,
  "orbital_gap_ev": [7.05, 6.92]
}



{
  "formula": "C11H15FO2",
  "method": "ωB97M-V with the def2-TZVPD basis set",
  "elements": ["O", "F", "O", "C", "C", "C", "C", "C", "C", "C", "C", "C", "C", "C", "H", "H", "H", "H", "H", "H", "H", "H", "H", "H", "H", "H", "H", "H", "H"],
  "coordinates": [[-2.178, 1.631, 2.275], [2.691, 0.797, 1.421], [-3.426, 0.699, 0.583], [-2.274, 0.933, 1.275], [0.411, -1.073, -1.581], [1.548, -1.165, 0.607], [1.685, 0.892, -0.768], [-0.978, -1.155, 0.498], [-0.882, 0.979, -0.825], [0.320, 0.849, 1.384], [0.291, -1.632, -0.171], [0.426, 0.467, -1.543], [1.588, 0.369, 0.685], [-0.965, 0.390, 0.639], [-3.226, 0.182, -0.189], [-0.426, -1.369, -2.202], [1.341, -1.414, -2.054], [1.538, -1.540, 1.618], [2.471, -1.534, 0.126], [1.722, 1.988, -0.709], [2.586, 0.504, -1.283], [-1.098, -1.580, 1.483], [-1.887, -1.470, -0.068], [-0.879, 2.060, -0.809], [-1.769, 0.691, -1.416], [0.352, 1.941, 1.451], [0.285, 0.451, 2.383], [0.267, -2.716, -0.220], [0.467, 0.826, -2.589]],
  "forces_ev_per_a": [[-1.376, -1.302, -1.669], [-0.092, -0.113, -0.108], [0.331, 0.693, 1.623], [1.957, 1.186, 0.992], [-0.075, 0.615, -0.264], [0.283, 0.089, 0.051], [-0.263, 0.686, 0.497], [-0.855, 0.743, -0.042], [0.695, -0.759, -0.221], [-0.589, 0.364, -0.423], [0.747, 0.123, -0.121], [-0.500, -0.327, 0.350], [-0.658, -0.947, -1.274], [-0.025, 0.157, -1.566], [0.170, -0.438, -0.574], [-0.214, -0.372, -0.178], [-0.210, -0.100, 0.042], [-0.027, -0.295, 0.448], [-0.383, 0.108, 0.097], [0.247, -0.133, -0.178], [-0.346, 0.257, 0.419], [0.108, -0.303, 0.451], [0.625, 0.096, 0.136], [0.021, 0.387, 0.186], [0.356, -0.065, 0.073], [-0.153, -0.103, 0.068], [0.141, -0.091, 0.559], [0.139, -0.250, 0.069], [-0.054, 0.098, 0.559]],
  "nbo_charge": [-0.563, -0.365, -0.664, 0.800, -0.400, -0.434, -0.439, -0.398, -0.399, -0.430, -0.226, -0.208, 0.368, -0.139, 0.484, 0.204, 0.211, 0.215, 0.216, 0.215, 0.219, 0.221, 0.197, 0.221, 0.191, 0.233, 0.230, 0.221, 0.221],
  "total_energy_ev": -18464.245,
  "smiles": "O=C(O)[C@@]12C[C@@H]3C[C@@H](C[C@@](F)(C3)C1)C2",
  "largest_force_ev_per_a": 2.52,
  "relative_energy_kcal_mol": 4.7,
  "lumo_energy_ev": 0.42,
  "multiplicity": 1,
  "orbital_gap_ev": 10.53
}



{
  "formula": "C4H13N3",
  "method": "ωB97M-V with the def2-TZVPD basis set",
  "elements": ["C", "N", "C", "C", "N", "C", "N", "H", "H", "H", "H", "H", "H", "H", "H", "H", "H", "H", "H", "H"],
  "coordinates": [[-1.377, 0.046, -0.583], [-0.855, 0.273, 0.776], [0.136, 1.387, 0.872], [1.431, 0.923, 1.578], [2.303, 0.046, 0.783], [-0.450, -0.977, -1.307], [-1.140, -2.042, -2.106], [-1.429, 0.987, -1.146], [-2.368, -0.416, -0.554], [-1.625, 0.535, 1.372], [-0.310, 2.093, 1.584], [0.428, 1.969, -0.006], [2.042, 1.768, 1.870], [1.172, 0.337, 2.462], [1.803, -0.687, 0.307], [2.919, 0.573, 0.185], [0.133, -1.481, -0.536], [0.278, -0.485, -1.949], [-2.141, -1.934, -1.979], [-0.950, -2.915, -1.624]],
  "forces_ev_per_a": [[0.969, -0.771, -0.246], [0.128, 0.805, -0.884], [0.250, -0.160, 2.073], [0.013, -1.082, -0.883], [0.098, 0.429, 0.586], [-0.194, -0.324, -0.205], [-0.047, 0.438, 0.722], [-0.180, -0.142, -0.049], [-0.007, 0.237, 0.289], [-0.061, -0.076, 0.001], [0.090, 0.302, -0.243], [-0.528, -0.502, -0.491], [-0.044, 0.306, 0.197], [-0.214, 0.334, 0.170], [0.032, 0.097, -0.206], [-0.176, -0.207, -0.337], [-0.084, 0.093, 0.142], [-0.068, 0.231, -0.131], [-0.027, 0.093, -0.251], [0.050, -0.103, -0.253]],
  "nbo_charge": [-0.230, -0.634, -0.252, -0.217, -0.853, -0.231, -0.825, 0.176, 0.188, 0.363, 0.182, 0.189, 0.187, 0.187, 0.360, 0.356, 0.180, 0.180, 0.342, 0.352],
  "total_energy_ev": -8828.153,
  "smiles": "NCCNCCN",
  "largest_force_ev_per_a": 2.09,
  "relative_energy_kcal_mol": 29.0,
  "lumo_energy_ev": 1.09,
  "multiplicity": 1,
  "orbital_gap_ev": 9.76
}



{
  "formula": "C9H9NO5S5Tc",
  "method": "ωB97M-V with the def2-TZVPD basis set",
  "elements": ["Tc", "O", "C", "C", "N", "C", "C", "O", "O", "C", "C", "O", "O", "H", "H", "H", "H", "H", "H", "H", "H", "H", "S", "C", "S", "C", "C", "S", "S", "S"],
  "coordinates": [[-0.171, 0.333, 0.125], [0.261, 0.461, -2.056], [1.673, 0.756, -2.152], [2.380, -0.351, -1.400], [1.818, -0.530, -0.038], [1.628, -1.979, 0.231], [0.320, -2.450, -0.417], [0.233, -3.518, -0.969], [-0.647, -1.574, -0.293], [2.552, 0.114, 1.061], [1.627, 0.125, 2.293], [2.056, 0.146, 3.413], [0.331, 0.122, 1.996], [-0.250, 1.114, -2.549], [1.971, 0.753, -3.202], [1.868, 1.742, -1.723], [2.227, -1.284, -1.942], [3.455, -0.162, -1.354], [2.481, -2.560, -0.123], [1.527, -2.125, 1.307], [3.483, -0.403, 1.302], [2.773, 1.149, 0.786], [-4.094, 6.366, 1.205], [-3.216, 5.018, 0.963], [-3.887, 3.412, 0.975], [-2.403, 2.556, 0.645], [-1.273, 3.328, 0.518], [0.238, 2.624, 0.150], [-1.492, 5.043, 0.687], [-2.338, 0.874, 0.399]],
  "forces_ev_per_a": [[-0.224, 0.525, 0.024], [0.024, -0.188, -0.026], [0.076, 0.002, 0.005], [-0.003, 0.062, -0.030], [0.094, -0.093, -0.034], [-0.046, -0.091, 0.045], [0.130, 0.004, -0.247], [0.042, 0.007, 0.123], [-0.057, -0.026, 0.093], [-0.031, -0.039, 0.105], [0.100, 0.174, -0.005], [0.043, -0.007, -0.088], [-0.075, -0.306, -0.021], [-0.025, 0.022, 0.054], [0.002, -0.016, 0.021], [0.011, -0.018, -0.007], [-0.001, 0.012, -0.011], [-0.015, 0.021, -0.007], [-0.040, -0.010, -0.009], [0.016, -0.007, 0.001], [-0.018, 0.000, 0.000], [0.010, -0.009, 0.041], [0.015, -0.034, -0.010], [0.010, 0.013, 0.033], [0.017, 0.033, -0.029], [0.224, 0.178, -0.008], [-0.262, -0.154, 0.044], [0.023, -0.054, -0.053], [-0.042, -0.002, -0.011], [0.004, 0.001, 0.008]],
  "lowdin_spin": [0.671, 0.022, 0.001, 0.001, -0.002, 0.000, 0.004, 0.011, 0.019, 0.001, 0.004, 0.002, 0.035, 0.000, 0.000, 0.000, 0.000, 0.000, 0.000, 0.000, 0.000, 0.000, 0.017, 0.001, -0.003, 0.022, 0.056, 0.020, 0.015, 0.104],
  "total_energy_ev": -77582.492,
  "largest_force_ev_per_a": 0.57,
  "relative_energy_kcal_mol": 6.4,
  "lumo_energy_ev": [-2.25, -2.34],
  "multiplicity": 2,
  "orbital_gap_ev": [5.93, 5.86]
}